Density functional theory data (ωB97M-V/def2-TZVPD) for a 15-piece molecular cluster, C88H182F9N8O18 overall at a distorted geometry.

Structure (ORCA input):
```
! RIJCOSX wB97M-V def2-TZVPD def2/J DEFGRID3
* xyz 1 1
F -1.5671 5.9523 -0.2988
H 1.1419 4.1624 1.3653
H 0.3826 -5.7918 0.8360
O -5.4903 0.1389 1.6430
H -1.4645 -2.6499 -5.3151
H -0.6768 -6.6922 -4.2809
C 4.9378 5.2741 5.5405
H 3.3330 5.8813 2.6845
H -3.0831 0.8726 4.5372
H 8.2705 -1.6606 4.6018
C 5.0211 -0.9518 3.9363
H -5.1267 1.9551 -1.0731
H -4.5687 4.1320 1.5180
C 0.6682 -3.9846 5.1407
H -6.6582 0.1224 -0.5557
C -0.9234 5.8894 4.0301
H 3.3545 -0.2865 -6.6830
O 2.5763 -0.8082 -1.8741
C -4.6799 1.5573 -3.0286
C -5.1257 -7.5969 -7.8936
H -0.3491 0.0666 -5.5314
H 2.8073 8.5892 3.1459
H 5.0545 -1.7114 7.4988
H -3.0622 -7.2743 -4.3645
H 4.0195 -2.3017 5.3050
H 6.2712 -4.4388 -0.8311
H 3.6303 2.0958 -1.5626
C 7.3226 -4.0546 3.3058
C -4.4060 -7.2786 -6.5589
C -4.9798 5.6453 3.0025
H -6.1759 -7.3054 -7.9019
H 1.4427 -2.3905 -6.2529
C 5.9151 -3.5589 -0.2953
H 3.3333 -6.1137 -1.9870
H 6.0288 -5.5340 2.4260
H -5.9824 -1.1507 -4.6880
C -4.6947 5.5424 -3.6090
C -4.1292 3.1882 3.5073
O 3.0273 -4.3790 4.0313
H 1.9803 -7.3288 5.9883
H -6.2317 2.0099 4.7314
H -6.3164 5.8144 4.7712
H -4.3035 6.2461 -5.6040
H -4.9146 6.8217 4.8780
H -0.7980 -4.4883 -3.7137
H 0.0849 1.5946 -3.3804
H -1.7177 -3.7747 -6.5658
H 0.7288 -4.6336 -1.5634
H 7.8990 -1.5192 2.2134
C 1.3309 -2.2642 -7.3297
H 1.8889 -2.5837 -0.1087
H -0.1601 -0.5003 -2.6073
C 3.6010 -4.5745 0.3361
H 0.5026 -0.5641 0.4112
H 7.8516 -3.8335 2.3788
F -2.5381 7.1821 -1.6675
C 1.9257 -4.8328 4.7712
C -0.6546 -1.1195 -1.8589
H 1.7703 2.3470 -5.8469
H 3.1292 -7.3469 4.6827
O 1.4325 -6.1286 4.3122
H -4.4583 2.1750 3.2764
C 7.2853 -1.2540 4.8303
C 1.8159 -4.6668 -1.4917
H -4.1114 6.2354 2.7096
H -3.4357 -7.7746 -6.5848
H 5.6372 -3.5378 4.5630
H -0.9083 0.7035 -9.0534
F 4.7633 1.1163 1.4095
C -3.2951 -3.8357 -4.9861
F 2.8635 0.5362 0.6042
H -0.8046 -1.5419 -7.0477
H 5.5642 7.4242 5.4583
C -4.0050 -5.8119 -6.4012
H 1.8200 6.4588 3.4911
C 6.9187 -1.0667 2.3626
H 1.5598 -8.3471 3.0496
H 0.5971 -7.2984 -1.4807
H 2.6829 6.5859 6.3032
H 0.2505 -8.2514 4.2359
H -0.0046 2.5187 -5.7379
H -4.3676 7.5158 -4.2820
C -3.5020 2.5149 5.8742
H 1.7713 1.8511 -3.4334
H 4.0662 -2.6040 0.3540
H 6.4907 -5.8215 4.1061
H 2.3009 5.3526 0.8849
H 0.1862 2.3885 2.7638
H 1.6648 0.3685 -9.1755
H 1.9970 -5.9962 -3.0756
H 1.6647 -3.0830 1.6361
H -4.4259 3.5629 -7.2378
H 0.0477 -1.8424 -1.4439
F 0.0074 -3.5955 4.1064
H 4.1952 7.9327 2.5191
C 6.7922 -1.6771 6.2233
H 4.4224 -0.0373 -2.3353
C 2.6717 -1.8890 -7.9696
H 6.4418 -2.7531 -0.8066
H 1.0429 -3.1911 -7.8259
H 4.3135 3.2817 4.9738
N 0.4655 0.1515 -7.4631
H -0.3861 2.0696 -7.9874
N -0.5979 1.2156 1.2689
C -6.1095 -0.2859 -4.0368
H -2.6644 3.3459 -7.2077
H -3.0455 3.2385 3.4019
H 1.1881 -7.7681 0.8477
H -2.6348 -5.8719 -3.2676
C 1.3265 -8.3754 4.1139
C 2.2494 -6.0025 -2.0152
H 2.0811 1.4781 -7.8335
C -3.6585 -0.5111 -3.9961
H -3.4384 2.8969 -4.9576
C 2.9835 -0.4276 -7.6981
C 2.3083 8.8370 7.7554
C 1.8960 -7.1683 0.2756
C -5.0663 1.0270 -1.6414
O -1.8166 3.9761 -2.5753
H -5.4058 2.3407 -3.2466
H -6.7432 3.6483 4.9134
C 1.5067 4.7137 0.4987
C -1.2259 -0.2079 -0.8245
C 0.1027 -1.3367 -7.6160
C -5.2524 5.8434 4.5363
H -2.5000 2.9099 5.7070
H 0.3725 -3.4146 0.3529
H -5.0387 4.5667 -3.9523
C 1.4720 -5.7594 0.8172
C -3.6232 2.8325 -7.1359
H 1.7009 -9.3554 4.4099
C -2.8628 4.8646 -2.1338
H -4.5213 4.9146 6.4346
O 3.2505 3.3432 0.0685
H -5.8811 -1.6495 -2.3077
H -3.7039 4.2547 -1.8043
C 3.8080 8.3021 3.4687
H 2.8381 9.5472 5.7932
O -5.7176 -0.7150 3.6665
H 5.3377 -0.1278 6.7626
H 6.9954 0.0206 2.3707
H -3.2582 -3.4570 -3.9647
O -4.6069 -1.6915 1.8688
H -2.6272 1.5659 -5.7307
N -4.7903 0.4601 -4.1344
H -1.2384 -6.5961 -5.8994
H -4.9929 -7.6307 -5.7105
C -1.0059 -0.6812 2.9369
H 1.7555 7.5219 5.2954
C 2.0415 3.7834 -0.5285
H -1.7998 -1.0792 3.5688
O 2.5607 -1.5834 -3.9136
H 2.4432 9.7617 8.3167
H 6.3343 -3.6541 0.7063
H -0.2553 0.3586 4.6616
H -1.5131 3.1297 1.6224
C -4.7050 1.2214 -5.4560
H -2.2136 2.1624 0.3854
H 0.5365 0.9741 -0.4532
C -2.6542 -3.6310 -0.7206
H 1.3405 3.0228 -0.8721
H -2.4705 -0.0175 1.4295
O -1.0058 4.6766 3.7664
C -4.7767 6.5888 -4.6838
N 2.0965 -4.5492 0.0393
H -3.7029 2.0509 -7.8913
C -1.6623 0.4245 2.0122
H 2.2512 4.6308 5.3145
C -6.4568 0.3734 -1.5971
H -2.6816 0.2908 7.5433
H -1.4111 0.4992 6.3600
C 0.6004 1.6150 2.1170
H -5.6977 1.6591 -5.5609
H 2.2444 3.9848 3.7651
C 5.0674 6.6676 4.8510
C 1.1672 0.5252 3.0010
N -3.8104 -5.3359 -4.9407
F -0.2347 -4.7419 5.8297
C 3.0668 -0.9632 -3.0157
H 4.3423 -1.2823 3.1502
H -3.7004 2.6664 6.9353
O -0.5534 6.3595 5.1011
H 4.1483 8.8237 6.6605
C 6.8530 -5.4780 3.1371
H 5.1305 0.1226 3.7882
H -6.1685 2.7258 6.2967
H -6.9055 0.2775 -4.5235
O -2.4198 -3.2181 0.5278
F 4.6975 0.0564 -0.3996
H 3.9924 -3.1687 -1.2675
H 5.6188 6.5934 3.9137
O 5.2025 2.9975 -0.8235
O -1.1293 6.6931 3.0117
H -5.0042 -8.5838 -8.3402
H 1.2542 8.9287 7.4939
C 4.0655 1.0802 0.2731
H -7.4601 -1.1729 -2.7364
H -4.4051 0.3632 -1.0844
C 0.5993 0.4828 -5.8713
H -3.9438 -3.2744 -5.6585
C 5.3296 -1.2016 6.5755
H 6.8502 -2.7524 6.3918
H -3.6850 2.0021 -3.0507
C 4.4195 -1.2883 5.3390
H -4.2844 0.4391 5.5877
C -5.9840 2.9395 5.2439
H 1.8137 -5.6833 1.8494
H 4.7198 4.1858 3.5832
H 0.1699 -4.5220 -5.1660
C -5.0562 -5.2702 -4.0634
H 2.5947 -2.0277 -9.0480
O -3.3141 5.4995 -3.3791
C -0.6277 1.0083 -8.0452
H 7.6154 -6.1647 2.7694
H 4.4001 9.1110 3.8966
C 3.0820 8.7200 6.4599
H 0.6097 3.2137 -3.7113
H -2.1875 1.1837 2.5918
H -3.3579 5.0785 5.2457
H 5.4340 -3.3444 2.8306
H -4.7935 0.3974 -6.1641
H 1.4799 -0.0536 -5.5177
H 2.9109 -7.4409 0.5649
N -4.5319 3.3333 4.9816
C 1.7935 0.4603 -8.0970
H -5.3922 -6.2775 -3.8173
H -5.7993 6.9019 -4.8942
H -3.5251 -1.1316 -4.8822
H -4.8337 -1.1467 1.1115
O -3.6950 -3.1823 -1.1631
H -2.4327 -0.9708 6.3894
C 6.1313 -3.1930 3.6547
C 0.1577 -0.2247 3.8387
F 0.8648 -2.9121 5.9209
C 1.4278 -3.2811 0.5908
C 2.0654 -7.2606 4.9038
C -4.9248 4.1682 2.5476
H -0.7729 3.0511 -0.0423
C -0.1040 0.2857 0.0983
C -6.4509 -0.7763 -2.6256
H -7.2603 0.9814 -2.0128
C 1.6681 -7.2721 -1.2797
H 1.3660 2.0222 1.4565
C 2.8084 6.0207 3.6298
N 3.6199 7.1111 4.4134
H -4.8326 -5.1408 -6.6313
H -2.7841 0.1168 -3.8244
H 3.7988 -0.1045 -8.3455
H -1.8042 0.6201 -1.2345
H 2.3337 -3.9283 -2.1038
H 2.4199 8.0098 8.4565
C -4.4129 4.8267 5.3535
H 3.6731 -4.7104 1.4152
C 3.9962 2.3550 -0.5691
H 1.6830 -0.2148 2.3890
H 1.9648 0.9218 3.6292
H -1.8087 -0.9361 -0.2604
C 4.1866 4.2692 4.5302
C -1.2522 2.5035 0.7692
H -3.1468 -5.5490 -7.0195
H -1.3571 -1.7595 -2.3926
H -5.7738 6.1297 2.4341
O -1.9269 -4.2645 -1.4643
H -5.3524 5.8914 -2.8130
H -3.2077 -2.6919 0.6823
H 2.2216 4.4026 -1.4073
H 2.3155 -5.0095 5.7736
O 4.2602 -0.4288 -3.1967
H 2.1801 -8.1495 -1.6747
C -0.8344 -4.7008 -4.7821
H -1.1481 5.8286 2.5946
H 3.5791 -0.6346 5.5726
C -2.7440 -6.2345 -4.2897
H 0.5551 -1.1112 4.3329
C 0.8445 2.1683 -3.9114
H 3.9130 -5.5645 0.0034
H -0.2774 -1.3967 -8.6358
C 2.7776 4.7228 4.3644
H 7.5369 -0.1946 4.7810
C 2.7757 7.4725 5.6759
H 3.5098 -2.5370 -7.7131
C -1.7826 -3.6790 -5.4819
H 0.7294 5.4058 0.1748
H 6.2106 -1.4234 1.6147
H -3.8224 -1.0705 -3.0751
C -1.3414 -6.1172 -4.9257
C -2.4209 0.1135 6.4999
H -1.5261 0.8099 -7.4607
H 5.9430 4.9721 5.8345
H 7.5024 -1.2261 6.9164
N 6.3705 -1.6435 3.6862
C -2.6578 6.0149 -1.0673
H -5.8036 -4.6615 -4.5723
H -0.6626 -1.5197 2.3309
C 4.4103 -3.4127 -0.2908
H -4.5778 -7.0082 -8.6294
H -5.9505 3.8003 2.5767
C -3.3412 0.9854 5.5902
H 4.4407 5.3000 6.5102
H 8.0128 -4.0982 4.1484
C -5.3120 -0.7423 2.4587
C -3.5356 2.1676 -5.7618
F -3.6705 6.0836 -0.2420
H -4.7961 -4.7225 -3.1576
C 0.8597 1.9457 -5.4021
*
```

Calculated values
- Kohn-Sham gap: 4.52 eV
- Calculated total energy: -6152.7279 Eh
- HOMO: -0.251 Ha

Density functional theory data (ωB97M-V/def2-TZVPD) for a 4-piece molecular cluster, C40H65N6O6S overall at a distorted geometry.

Structure (ORCA input):
```
! RIJCOSX wB97M-V def2-TZVPD def2/J DEFGRID3
* xyz 0 4
C 1.5355 7.9467 1.9712
H 0.7710 -3.6993 -6.3483
H -2.9475 -6.6846 -9.6849
C 0.1651 6.8310 0.2143
H -0.9791 8.9017 1.1969
C -0.1060 -3.1589 -6.7199
H -1.6053 -1.7947 -6.1065
H 1.9195 -0.6792 2.3243
C 1.9648 0.3963 2.1391
C 3.7585 -2.1525 -6.0209
H -1.9686 -3.8943 7.1734
C -3.3772 -3.8955 5.4626
O 0.9258 5.0476 2.0630
C 0.5332 4.7442 4.6925
H 4.2659 -0.3837 -2.5297
H 0.8467 -3.8117 4.9971
C 3.1931 1.6992 -1.1403
H -0.7324 6.2512 -0.0094
H -1.9397 -1.5428 3.5012
C -1.5775 -5.0592 -9.6495
C -4.7169 -4.6098 5.2866
N -0.0429 -4.0208 -11.0832
H -5.2779 -4.2376 4.4307
C -0.8806 -2.4363 -5.6038
H 2.5764 6.2756 3.9790
C 0.4224 6.1055 4.0052
H -0.5063 -1.3775 4.4908
H 1.8128 7.1089 5.3148
C -0.2523 0.5061 1.1761
C -0.9460 -4.1455 -7.5121
C -2.4075 -5.9706 -9.0728
H 4.5210 0.5008 0.7374
H 0.2534 -2.3995 -7.4170
C 0.2422 7.1751 1.7018
C 2.8100 2.5832 0.0457
H -0.6124 7.8835 4.8302
C -1.2265 -4.8247 -11.1062
H -0.8990 6.4197 5.7266
C -2.3365 -1.5694 5.6062
H -3.6118 -6.6280 -5.9718
H -2.7989 -7.9130 -6.8212
H 1.0309 6.2654 -0.1281
H 1.3813 4.1610 4.3349
H 1.1985 2.8349 1.4398
O -3.0807 -4.0998 3.2265
C -3.6243 -2.3908 5.5886
C 4.1427 -0.2853 0.0845
H -4.1968 -2.1864 6.4963
N 0.1291 5.9509 2.5484
C 3.2569 -0.5734 -2.1625
H 4.2294 1.9000 -1.4236
H 5.0031 -0.6495 -0.4767
C -0.8576 -4.1531 -8.8810
H -1.7949 -1.7311 6.5425
H -5.3405 -4.4551 6.1673
C -1.1823 -3.4166 4.2650
H -1.0158 -3.3198 2.0805
C -2.8319 -4.4389 6.7990
H -2.5590 -5.4915 6.7073
H -0.2334 -4.7266 2.8129
H 1.5054 0.8979 2.9919
H 3.5379 2.4755 0.8555
H -2.5814 -0.5054 5.5800
H -0.3755 4.1567 4.5448
H 0.1281 7.7449 -0.3785
C 1.2157 0.7616 0.8409
N 1.6775 -0.1064 -0.2834
O 0.7863 -0.0379 -1.2272
H 3.8078 -1.1176 0.7047
H -1.3384 -3.1317 -4.9039
H -1.8918 -5.1197 -5.8595
H -4.2553 -7.2495 -7.5356
H -0.2193 -3.2558 6.2556
N -2.4379 -4.2209 4.3494
H 4.5885 -2.8269 -6.1197
H 3.1541 -1.6497 -2.0063
C -3.3600 -6.9823 -6.9725
H -3.5936 -4.3626 7.5755
H -1.6994 6.6426 4.1931
C -0.0275 -3.3108 -9.8317
C 1.4093 2.2484 0.5455
C -0.4508 -3.6649 2.9455
C -0.1805 -3.8704 5.3566
H 2.5795 1.9872 -2.0003
H -0.4322 -0.5553 1.3648
C 1.7134 6.8935 4.2483
O -1.7553 -5.2072 -12.1171
C -0.7588 6.8097 4.7187
H -4.2444 -2.0473 4.7541
H 2.7750 8.6457 3.5884
N 2.4357 -0.4909 -6.1888
S 0.2535 -1.2706 -4.7266
H -0.9578 8.5955 2.9076
H 2.5764 -0.2777 -2.9601
C -1.7858 -5.0798 -6.9389
O 0.5290 -2.2546 -9.6716
C -1.4537 -1.9165 4.4086
H 0.8414 -4.5135 -11.1510
H 1.0715 8.9258 3.8460
H 0.4957 -3.1237 2.9394
H -0.5398 1.0553 2.0736
H -1.9036 7.5509 1.8440
H 3.0091 0.6991 2.1423
O 2.6636 -2.4288 -5.3238
C -2.5005 -5.9751 -7.6993
H -4.5758 -5.6851 5.1619
C 1.8305 -1.3649 -5.4457
H -0.9261 0.8312 0.3846
H 0.6752 4.8812 5.7644
H -0.3452 -4.9098 5.6421
C -0.9669 8.1027 1.9385
H 2.3877 7.3938 1.5622
H 0.6846 2.5736 -0.2086
H 2.8480 3.6321 -0.2555
C 1.7881 8.1975 3.4562
N 3.6352 -0.9733 -6.5452
H 1.5109 8.9015 1.4414
C 3.0200 0.2014 -0.8658
*
```

Calculated values
- Kohn-Sham gap (spin up / spin down): 8.15 / 8.89 eV
- Calculated total energy: -2741.0932 Eh
- HOMO (spin up / spin down): -0.307 / -0.335 Ha